# 1
Formula: C8H7IrN4O4SSe3Te
Source: the Open Molecules 2025 dataset
Level of theory: ωB97M-V/def2-TZVPD

The geometry in ORCA input format:
```
! wB97M-V def2-TZVPD RIJCOSX def2/J DEFGRID3
* xyz -1 6
Ir -0.304 -0.707 -0.294
N -2.973 1.715 2.083
C -2.013 1.222 1.236
S -1.072 -0.136 1.805
N -1.829 1.812 0.108
N -0.798 1.241 -0.636
C -0.457 1.922 -1.672
C 0.657 1.643 -2.539
C 0.794 2.399 -3.711
C 1.853 2.207 -4.567
C 2.816 1.245 -4.238
C 2.716 0.497 -3.088
C 1.627 0.663 -2.205
O 1.566 -0.033 -1.108
H -3.357 1.046 2.729
H -3.641 2.325 1.639
H -1.049 2.813 -1.862
H 0.035 3.140 -3.940
H 1.941 2.786 -5.476
H 3.655 1.081 -4.904
H 3.455 -0.251 -2.833
Se -0.399 -1.548 -3.008
Se -2.052 -0.605 -4.170
Te -4.369 -0.101 -2.240
Se -3.281 -1.386 -0.525
O 1.415 -1.974 1.130
N 0.831 -2.996 0.761
O 1.116 -4.120 1.100
O -0.162 -2.797 -0.060
*
```

Relative energy (zero: lowest compared OMol25 entry of this formula, charge and spin), kJ/mol: 65.2
Frontier orbital gap (spin up / spin down), hartree: 0.214 / 0.206
Calculated total energy, Ha: -8803.821771
E_HOMO (spin up / spin down), eV: -3.551 / -4.833



# 2
Formula: C8H7N3O3S
Source: the Open Molecules 2025 dataset
Level of theory: ωB97M-V/def2-TZVPD

The geometry in ORCA input format:
```
! wB97M-V def2-TZVPD RIJCOSX def2/J DEFGRID3
* xyz 0 1
C 3.727 1.351 -0.004
C 3.148 -0.051 0.003
O 1.724 0.059 0.002
C 1.041 -1.074 0.001
O 1.546 -2.173 0.002
C -0.432 -0.867 0.000
C -1.230 -1.982 -0.001
N -2.572 -1.963 -0.001
C -3.120 -0.791 0.000
S -4.831 -0.485 0.000
C -4.435 1.222 0.001
N -3.197 1.495 0.001
N -2.441 0.393 0.001
C -0.999 0.466 0.001
O -0.469 1.541 0.001
H 3.390 1.886 -0.887
H 3.392 1.894 0.874
H 4.812 1.300 -0.005
H 3.459 -0.612 0.892
H 3.459 -0.621 -0.881
H -0.778 -2.964 -0.001
H -5.195 1.976 0.002
*
```

Relative energy (zero: lowest compared OMol25 entry of this formula, charge and spin), kJ/mol: 0.0
Frontier orbital gap, hartree: 0.324
Calculated total energy, Ha: -1097.232706
E_HOMO, eV: -9.120



# 3
Formula: C8H7NO2S
Source: the Open Molecules 2025 dataset
Level of theory: ωB97M-V/def2-TZVPD

The geometry in ORCA input format:
```
! wB97M-V def2-TZVPD RIJCOSX def2/J DEFGRID3
* xyz 0 1
C -1.293 1.648 2.052
C -0.218 1.067 2.803
C -1.298 1.581 0.660
C 0.815 0.510 2.116
C -0.257 0.953 -0.041
C 0.775 0.336 0.761
C -0.302 0.520 -1.422
C 0.372 -2.487 -2.532
N 1.528 -1.675 -2.311
O -1.072 0.546 -2.352
O 1.698 -0.364 0.067
S 1.521 -0.286 -1.697
H -1.908 2.328 2.528
H -0.113 1.214 3.872
H -2.178 2.048 0.248
H 1.654 0.118 2.659
H 0.688 -3.334 -3.210
H 0.129 -2.924 -1.439
H -0.539 -1.800 -2.761
*
```

Relative energy (zero: lowest compared OMol25 entry of this formula, charge and spin), kJ/mol: 149.1
Frontier orbital gap, hartree: 0.299
Calculated total energy, Ha: -912.364469
E_HOMO, eV: -8.897



# 4
Formula: C8H7NO4
Source: the Open Molecules 2025 dataset
Level of theory: ωB97M-V/def2-TZVPD

The geometry in ORCA input format:
```
! wB97M-V def2-TZVPD RIJCOSX def2/J DEFGRID3
* xyz 0 1
O -1.868 -0.039 0.798
C -0.738 0.044 0.306
C -0.167 0.965 -0.635
C 1.066 0.855 -1.129
C 2.027 -0.125 -0.760
C 1.607 -1.148 0.062
C 0.312 -0.975 0.768
C -0.064 -1.893 1.705
O 0.703 -2.883 2.152
H -0.785 1.870 -0.853
H 1.476 1.755 -1.645
H 3.069 -0.105 -1.116
H 2.354 -1.775 0.479
H -0.858 -1.636 2.374
H 1.550 -2.809 1.490
O -4.046 1.015 -2.555
C -3.989 1.071 -1.383
N -4.041 0.853 -0.198
O -4.303 1.540 0.957
H -3.654 1.192 1.697
*
```

Relative energy (zero: lowest compared OMol25 entry of this formula, charge and spin), kJ/mol: 334.1
Frontier orbital gap (spin up / spin down), hartree: 0.282 / 0.282
Calculated total energy, Ha: -664.599487
E_HOMO (spin up / spin down), eV: -8.745 / -8.744



# 5
Formula: C8H7NSe
Source: the Open Molecules 2025 dataset
Level of theory: ωB97M-V/def2-TZVPD

The geometry in ORCA input format:
```
! wB97M-V def2-TZVPD RIJCOSX def2/J DEFGRID3
* xyz 0 1
C 2.599 -0.925 -0.880
C 2.118 -0.346 0.218
N 1.647 0.138 1.248
C 0.195 0.076 1.334
C -0.313 1.332 0.723
C -1.507 1.326 0.021
C -2.080 0.094 -0.338
C -1.516 -1.095 -0.123
C -0.518 -1.218 0.850
Se -0.141 -2.632 1.993
H 2.440 -0.491 -1.851
H 3.004 -2.012 -0.890
H -0.098 0.086 2.357
H 0.314 2.120 1.028
H -2.036 2.141 -0.413
H -2.886 -0.054 -1.038
H -2.015 -2.047 -0.564
*
```

Relative energy (zero: lowest compared OMol25 entry of this formula, charge and spin), kJ/mol: 243.7
Frontier orbital gap (spin up / spin down), hartree: 0.249 / 0.249
Calculated total energy, Ha: -2765.073265
E_HOMO (spin up / spin down), eV: -8.194 / -8.196



# 6
Formula: C8H7O7
Source: the Open Molecules 2025 dataset
Level of theory: ωB97M-V/def2-TZVPD

The geometry in ORCA input format:
```
! wB97M-V def2-TZVPD RIJCOSX def2/J DEFGRID3
* xyz -1 1
C -1.868 -0.611 1.726
C -1.395 0.214 0.785
C -2.312 0.326 -0.447
O -1.958 1.049 -1.469
O -3.367 -0.307 -0.481
C -0.129 1.070 0.883
O -0.307 2.267 0.152
O 0.234 1.401 2.174
C 0.961 0.160 0.294
O 1.969 -0.364 0.974
C 2.674 -1.122 0.107
C 2.237 -1.012 -1.113
O 2.614 -1.732 -2.194
C 1.047 -0.227 -1.080
O 0.247 -0.082 -2.194
H -2.803 -1.046 1.604
H -1.332 -0.941 2.698
H -0.924 1.874 -0.555
H -0.556 1.849 2.605
H 3.291 -1.880 0.541
H 2.259 -1.307 -3.055
H -0.583 0.420 -1.955
*
```

Relative energy (zero: lowest compared OMol25 entry of this formula, charge and spin), kJ/mol: 0.0
Frontier orbital gap, hartree: 0.287
Calculated total energy, Ha: -835.749494
E_HOMO, eV: -4.512